[1]
ORCA calculation (ωB97M-V/def2-TZVPD) on a 13-piece molecular cluster, C44H123N9O13 overall in a non-equilibrium geometry.

Net charge   0
HOMO level   -8.987 eV
Kohn-Sham gap   9.17 eV

Geometry (Å):
C 0.8443 0.7096 -12.3913
C 0.1968 1.9559 -11.7734
C -1.2400 1.8299 -11.2906
O -2.1514 1.2923 -12.2158
C -2.4943 -0.0436 -11.9726
N 1.1096 2.4154 -10.7594
H 1.7937 0.9980 -12.8425
H 0.4034 0.3854 -13.3340
H 1.0194 -0.0858 -11.6670
H 0.1424 2.6913 -12.5761
H -1.7256 2.7599 -10.9951
H -1.2142 1.1974 -10.4033
H -3.1651 -0.0624 -11.1137
H -1.7291 -0.8168 -11.9041
H -3.0293 -0.5840 -12.7536
H 0.6022 2.9315 -10.0550
H 1.1977 1.5450 -10.2547
C 15.8596 3.7480 -14.9605
C 14.6358 2.7602 -15.0957
C 13.9433 2.5556 -13.7243
O 14.6795 1.9183 -12.7616
C 14.7471 0.4948 -12.8529
N 13.6928 3.4063 -16.0382
H 16.0436 4.1947 -15.9376
H 16.7968 3.3127 -14.6136
H 15.7189 4.6735 -14.4023
H 15.0446 1.8446 -15.5231
H 12.9924 2.0651 -13.9323
H 13.5892 3.4843 -13.2768
H 15.0433 0.1815 -11.8518
H 15.5438 0.1324 -13.5025
H 13.8509 -0.0003 -13.2270
H 12.9321 2.7572 -16.1796
H 13.2257 4.1988 -15.6212
C 8.5330 14.4475 -17.0271
C 7.2579 14.2543 -17.7808
C 7.3875 12.9817 -18.6566
O 8.6613 13.0100 -19.3409
C 8.7106 12.0183 -20.3140
N 6.1764 14.1718 -16.7358
H 8.7011 13.5301 -16.4631
H 8.3971 15.2189 -16.2691
H 9.4704 14.4762 -17.5825
H 7.2228 15.1604 -18.3855
H 6.5566 12.8854 -19.3555
H 7.2548 12.1798 -17.9303
H 8.0867 12.1430 -21.1990
H 8.4087 11.0963 -19.8173
H 9.7215 11.8985 -20.7038
H 5.9700 15.0114 -16.2137
H 6.5193 13.4658 -16.1001
C 12.1656 -0.1120 -25.7311
C 12.6223 -0.3124 -27.1623
C 14.1464 -0.2981 -27.4126
O 14.3172 0.3912 -28.6428
C 15.6919 0.2718 -29.1043
N 11.9009 -1.5006 -27.6736
H 12.0534 -1.0657 -25.2154
H 11.1708 0.3287 -25.6664
H 12.8049 0.5242 -25.1191
H 12.1870 0.4992 -27.7453
H 14.6375 -1.2703 -27.4525
H 14.7273 0.3175 -26.7259
H 16.1611 1.2530 -29.1761
H 15.5725 -0.0323 -30.1442
H 16.3793 -0.4059 -28.5979
H 11.9051 -1.5053 -28.6835
H 12.3582 -2.2935 -27.2465
C 5.8698 6.1690 -17.0735
C 6.2299 4.7414 -17.3799
C 7.0705 4.5341 -18.6772
O 6.3956 5.0895 -19.8324
C 7.2576 5.2281 -20.9655
N 6.9549 4.3022 -16.2054
H 6.8469 6.6481 -17.1350
H 5.2922 6.4208 -16.1841
H 5.3814 6.5939 -17.9505
H 5.2960 4.1834 -17.4479
H 7.1833 3.4589 -18.8162
H 8.0456 4.9871 -18.4976
H 7.1080 4.3560 -21.6020
H 8.2679 5.3857 -20.5881
H 6.7009 5.9471 -21.5667
H 6.2512 4.2035 -15.4876
H 7.5452 5.0572 -15.8867
C -1.4820 11.3811 -8.4783
C -0.6270 10.1729 -8.1837
C 0.7880 10.1210 -8.8345
O 0.7927 10.3363 -10.2529
C -0.0628 9.4570 -10.9263
N -0.4610 9.9136 -6.7763
H -1.7362 11.3718 -9.5382
H -0.9745 12.2878 -8.1491
H -2.5017 11.3411 -8.0952
H -1.2246 9.3004 -8.4477
H 1.1811 9.1216 -8.6482
H 1.4990 10.8123 -8.3822
H 0.1942 9.4978 -11.9848
H -1.0731 9.8662 -10.9278
H 0.0612 8.4318 -10.5773
H -0.0054 9.0129 -6.7410
H -1.3899 9.7415 -6.4191
C 8.5851 11.1446 -11.4249
C 7.3276 10.4463 -11.9905
C 7.0486 9.1126 -11.2673
O 8.1948 8.2871 -11.4648
C 8.2098 7.0913 -10.7413
N 6.1757 11.2971 -11.7532
H 8.6592 11.2398 -10.3416
H 8.8019 12.1615 -11.7521
H 9.5134 10.5920 -11.5699
H 7.4576 10.3373 -13.0673
H 6.1121 8.6527 -11.5829
H 6.9507 9.3192 -10.2015
H 7.8936 7.2452 -9.7096
H 9.0717 6.4286 -10.8197
H 7.3761 6.4917 -11.1067
H 5.3629 10.7069 -11.6483
H 6.2262 11.8256 -10.8940
C 5.4779 8.4759 -28.5050
C 6.7948 9.3100 -28.5572
C 8.0492 8.4937 -28.8656
O 8.2608 7.4248 -27.8915
C 9.0806 6.3705 -28.4574
N 6.6534 10.4718 -29.3881
H 5.4032 7.5496 -27.9353
H 5.2352 8.2525 -29.5439
H 4.7005 9.1545 -28.1541
H 6.9793 9.6662 -27.5437
H 8.9528 9.0954 -28.9639
H 7.8476 8.0872 -29.8567
H 10.0782 6.7815 -28.6121
H 8.7153 5.8382 -29.3356
H 9.1852 5.7377 -27.5761
H 5.8319 11.0121 -29.1572
H 6.5035 10.1017 -30.3158
C 9.8702 -6.0267 -10.1424
C 8.7912 -5.0695 -9.8279
C 8.9615 -3.5940 -10.2504
O 7.7184 -2.8871 -10.2407
C 8.0296 -1.5028 -10.4059
N 7.6008 -5.5061 -10.5577
H 9.5454 -7.0234 -9.8436
H 10.7397 -5.8220 -9.5178
H 10.2064 -5.9619 -11.1773
H 8.5195 -4.9790 -8.7762
H 9.2870 -3.5183 -11.2879
H 9.8328 -3.2318 -9.7047
H 8.7050 -1.1573 -9.6233
H 7.0955 -0.9545 -10.2836
H 8.4228 -1.2339 -11.3863
H 7.9914 -5.6627 -11.4759
H 6.9795 -4.7160 -10.4588
C 12.4291 9.5698 -16.2067
C 11.1859 8.6877 -16.3149
O 11.0366 7.6533 -15.3471
H 12.3994 10.0973 -15.2533
H 12.4916 10.3872 -16.9250
H 13.3296 8.9556 -16.2064
H 11.2190 8.2434 -17.3097
H 10.3058 9.3295 -16.3550
H 10.4703 7.9625 -14.6362
C 13.9979 5.5953 -23.6357
C 13.9607 5.9239 -22.1179
O 14.7083 4.9711 -21.4131
H 14.7904 4.8892 -23.8835
H 14.1210 6.4779 -24.2634
H 13.1146 4.9660 -23.7446
H 12.9149 5.9170 -21.8107
H 14.6004 6.7823 -21.9128
H 14.3833 4.9003 -20.5126
C 0.6377 9.2706 -23.0513
C 1.9500 8.8936 -22.3595
O 2.7039 10.0247 -22.2633
H 0.7644 9.7885 -24.0019
H 0.0155 9.9067 -22.4217
H 0.2265 8.2743 -23.2140
H 2.5023 8.3370 -23.1166
H 1.7963 8.2507 -21.4928
H 2.4593 10.3099 -21.3799
C 3.8174 -0.1513 -21.5318
C 3.5137 0.1990 -23.0153
O 2.7302 -0.6614 -23.7454
H 4.1201 0.6691 -20.8810
H 4.4972 -0.9878 -21.3699
H 2.8814 -0.4914 -21.0886
H 4.4583 0.3091 -23.5481
H 2.9862 1.1499 -23.0898
H 2.7304 -1.5208 -23.3176

[2]
ORCA calculation (ωB97M-V/def2-TZVPD) on a 14-piece molecular cluster, C44H127N11O14 overall in a non-equilibrium geometry.

Net charge   0
HOMO level   -8.835 eV
Kohn-Sham gap   9.02 eV

Geometry (Å):
C 8.2925 0.1213 -0.3797
C 9.6578 0.7143 -0.0521
C 10.1040 1.9162 -0.9208
O 9.5171 3.2071 -0.5398
C 9.8518 4.4061 -1.3489
N 9.5618 1.1151 1.3936
H 8.2011 -0.4484 -1.3045
H 7.6307 0.9863 -0.3379
H 8.0390 -0.5626 0.4303
H 10.3443 -0.1201 -0.1956
H 9.8480 1.8177 -1.9757
H 11.1879 2.0248 -0.9588
H 10.8617 4.7441 -1.1168
H 9.2811 5.2937 -1.0758
H 9.8814 4.3063 -2.4339
H 10.4925 1.3929 1.6708
H 8.8568 1.8097 1.5948
C -4.0870 -9.4382 -5.0212
C -4.9183 -9.9594 -3.8425
C -4.6734 -9.5434 -2.3211
O -3.4112 -10.0916 -1.8388
C -2.2522 -9.1935 -2.1567
N -6.1627 -9.4287 -4.1280
H -3.2025 -10.0725 -5.0792
H -3.8048 -8.4086 -4.8009
H -4.4678 -9.5608 -6.0351
H -4.8259 -11.0441 -3.7877
H -5.4899 -9.8992 -1.6927
H -4.6925 -8.4597 -2.2050
H -1.4073 -9.4987 -1.5394
H -2.5119 -8.1449 -2.0114
H -1.9664 -9.3417 -3.1981
H -6.1598 -8.4192 -4.1610
H -6.4637 -9.6667 -5.0623
C -2.3096 3.9143 11.6940
C -3.7877 3.5250 11.2466
C -4.0796 1.9772 11.2476
O -3.4161 1.5072 10.0664
C -3.7636 0.2677 9.4732
N -4.5816 4.2370 12.2349
H -1.9285 3.2100 12.4335
H -2.1426 4.9568 11.9650
H -1.6164 3.7125 10.8774
H -3.9541 3.9992 10.2794
H -5.1641 1.8905 11.1800
H -3.7915 1.4158 12.1364
H -2.9669 -0.1316 8.8456
H -4.6730 0.4241 8.8929
H -4.0664 -0.3792 10.2966
H -5.5352 4.0591 11.9538
H -4.4924 5.2260 12.0505
C 7.8438 8.4695 -9.2861
C 7.3954 7.0129 -9.4497
C 6.8258 6.4067 -8.1020
O 6.4510 5.0623 -7.9971
C 5.8203 4.7105 -6.7302
N 6.4569 7.0697 -10.5431
H 8.2377 8.9074 -10.2033
H 8.5614 8.5808 -8.4731
H 6.9008 8.9281 -8.9886
H 8.1869 6.3173 -9.7285
H 5.9355 7.0123 -7.9324
H 7.5280 6.7375 -7.3369
H 6.0168 3.6399 -6.6719
H 4.7309 4.7455 -6.7375
H 6.1103 5.2756 -5.8443
H 5.4997 7.0466 -10.2217
H 6.5491 7.8850 -11.1322
C 0.7471 -0.4353 -1.6082
C -0.5535 -0.5208 -0.7134
C -0.4320 0.1694 0.7204
O 0.4873 -0.5388 1.5017
C 0.8239 0.0473 2.7533
N -1.4796 0.1725 -1.5031
H 1.4173 -1.2609 -1.3688
H 1.2283 0.5205 -1.4010
H 0.6391 -0.6423 -2.6729
H -0.9238 -1.5358 -0.5697
H -1.3480 0.1353 1.3102
H -0.0688 1.1825 0.5478
H 1.6434 -0.4783 3.2434
H -0.0307 0.1749 3.4177
H 1.2567 1.0331 2.5830
H -2.4110 0.2428 -1.1187
H -1.6712 -0.3622 -2.3383
C 4.4771 -4.1191 14.0577
C 3.4802 -4.0218 12.8920
C 4.1856 -3.2544 11.7754
O 4.5111 -1.8420 11.9609
C 3.6712 -0.8720 11.2824
N 3.0533 -5.3780 12.6268
H 4.7460 -3.1551 14.4895
H 5.3891 -4.5546 13.6494
H 4.0731 -4.8202 14.7879
H 2.6673 -3.3678 13.2077
H 3.5496 -3.4413 10.9102
H 5.1068 -3.7673 11.4987
H 2.9137 -1.3045 10.6288
H 4.3480 -0.2149 10.7364
H 3.0895 -0.1245 11.8217
H 3.8610 -5.8384 12.2322
H 2.4445 -5.3566 11.8212
C -9.1259 -0.2616 -3.8490
C -9.2996 0.4041 -2.5328
C -10.6970 0.2992 -1.9403
O -10.8201 0.5832 -0.5599
C -11.6421 1.7400 -0.2651
N -8.3190 -0.2194 -1.6120
H -8.1703 -0.0615 -4.3337
H -9.9515 0.0843 -4.4710
H -9.2841 -1.3303 -3.7041
H -9.1265 1.4781 -2.6012
H -10.9077 -0.7644 -2.0516
H -11.4069 0.8399 -2.5661
H -11.2869 2.5812 -0.8604
H -11.5758 2.1657 0.7362
H -12.6705 1.5239 -0.5543
H -8.3382 -1.2042 -1.8355
H -8.7493 -0.0838 -0.7084
C -2.5316 6.7795 -4.8184
C -3.3103 6.9416 -3.4858
C -4.8851 6.8816 -3.6896
O -5.3735 7.9281 -4.5785
C -6.6989 7.7128 -5.0443
N -2.8156 5.9614 -2.5312
H -2.8026 5.8906 -5.3880
H -1.4645 6.7216 -4.6036
H -2.6706 7.6560 -5.4514
H -3.0750 7.8918 -3.0063
H -5.4163 7.0051 -2.7458
H -5.0556 5.8611 -4.0324
H -7.3473 7.6455 -4.1707
H -6.8510 6.9144 -5.7707
H -6.8943 8.6430 -5.5778
H -3.3818 5.9248 -1.6957
H -2.8382 5.1005 -3.0590
C -7.7870 4.4260 4.1848
C -7.1213 5.2288 3.0709
C -6.8481 6.7348 3.4718
O -6.4893 6.8804 4.8552
C -7.4690 7.5076 5.7549
N -5.8435 4.5870 2.8800
H -8.6519 4.9819 4.5468
H -7.1233 4.1290 4.9969
H -8.1270 3.5032 3.7148
H -7.6949 5.0746 2.1570
H -7.6594 7.3713 3.1186
H -6.0421 7.2403 2.9398
H -8.4792 7.0985 5.7618
H -7.5754 8.5667 5.5200
H -7.0639 7.4382 6.7645
H -5.3638 4.4675 3.7607
H -5.9410 3.6022 2.6783
C 11.6672 -8.1648 -2.7203
C 11.0103 -7.2219 -1.6920
C 9.5627 -7.6195 -1.3277
O 8.7273 -7.2913 -2.3683
C 7.3337 -7.3315 -1.9682
N 11.8952 -7.1656 -0.5538
H 11.9759 -9.1736 -2.4463
H 12.4838 -7.6494 -3.2261
H 11.0912 -8.2836 -3.6380
H 10.9845 -6.2505 -2.1858
H 9.1260 -7.2925 -0.3841
H 9.5812 -8.7031 -1.4438
H 7.1339 -7.9927 -1.1251
H 6.7939 -7.7896 -2.7970
H 6.8771 -6.3433 -1.9128
H 12.7175 -6.5851 -0.6362
H 11.3784 -7.0861 0.3104
C -3.0096 -4.8141 -10.5732
C -1.8801 -4.1793 -9.7228
C -0.6574 -5.0395 -9.6234
O -0.7547 -6.3139 -8.9153
C 0.4011 -7.1035 -9.1073
N -1.6142 -2.7971 -10.1391
H -3.4394 -5.7758 -10.2931
H -2.5975 -4.9704 -11.5702
H -3.7800 -4.0819 -10.8147
H -2.2612 -3.9954 -8.7183
H 0.1836 -4.5524 -9.1298
H -0.3917 -5.1215 -10.6773
H 1.2092 -6.8778 -8.4115
H 0.7981 -7.0618 -10.1216
H 0.0404 -8.0942 -8.8308
H -0.8046 -2.4512 -9.6441
H -1.3012 -2.9359 -11.0893
O 0.8184 6.4109 3.6639
H 0.3677 5.7802 4.2255
H 0.8559 5.9855 2.8073
O -2.5093 3.8722 6.3764
H -2.7201 3.1515 6.9700
H -2.9626 4.6292 6.7476
O 4.1018 -4.4681 3.8376
H 4.9863 -4.4013 4.1974
H 3.8597 -3.5663 3.6269

[3]
ORCA calculation (ωB97M-V/def2-TZVPD) on C44H24CoF6I6N4P as an isolated structure in a non-equilibrium geometry.

Net charge   +1
HOMO level (alpha / beta)   -10.654 / -10.963 eV
Kohn-Sham gap (alpha / beta)   5.92 / 4.57 eV
2S+1   6
<S²>   8.84

Geometry (Å):
Co 0.5662 0.5243 -0.2320
I 1.4316 0.1535 9.3161
C 1.2858 0.4300 7.2525
C 2.1097 1.3679 6.7016
C 2.0965 1.6525 5.3220
C 1.4321 0.7433 4.5306
C 0.6293 -0.2641 5.0467
C 0.5372 -0.4303 6.4536
C 1.3583 0.8452 3.0107
C 1.9836 -0.2120 2.3081
C 2.8771 -1.1351 2.9611
C 3.2157 -2.0810 2.1241
C 2.4414 -1.7607 0.8291
C 2.2644 -2.5507 -0.2289
C 2.7558 -3.9911 -0.1483
C 3.9563 -4.3638 -0.7175
C 4.2775 -5.6963 -0.6721
C 3.5038 -6.6129 -0.0123
I 3.8298 -8.6616 0.0582
C 2.3632 -6.1932 0.6393
C 1.9796 -4.8909 0.5279
C 1.5639 -2.0197 -1.3370
N 0.7960 -1.0161 -1.4807
C 0.2737 -1.0006 -2.7214
C -0.6718 -0.1258 -3.2758
C -1.2885 -0.4203 -4.5636
C -2.2465 -1.4131 -4.6676
C -2.6887 -1.7578 -5.9221
C -2.2287 -1.1189 -7.0566
I -3.2320 -1.5400 -8.8367
C -1.2751 -0.1182 -6.9535
C -0.7316 0.2078 -5.6908
C -0.9520 1.0942 -2.6946
C -1.8170 2.0717 -3.4270
C -2.1545 2.9526 -2.4601
C -1.3855 2.6141 -1.2024
N -0.6073 1.5040 -1.4649
C -1.4738 3.3334 -0.0336
C -0.6381 3.0333 1.0429
C -0.6804 3.7183 2.2687
C 0.0222 3.0308 3.1823
C 0.6356 1.8629 2.3705
N 0.3072 1.9333 1.0999
C -2.5460 4.4165 0.0762
C -2.2241 5.7480 0.0715
C -3.2260 6.7252 0.1009
C -4.5264 6.3460 -0.0423
I -5.9987 7.7559 0.0072
C -4.9147 5.0081 0.0147
C -3.8716 4.0734 0.0608
C 0.7840 -2.1572 -3.4570
C 1.6099 -2.9074 -2.6002
N 1.7731 -0.4796 1.0797
H 2.8301 1.9029 7.3059
H 2.6938 2.4919 4.9885
H 0.1646 -0.8618 4.2528
H -0.0511 -1.2575 6.7903
H 3.1873 -1.0120 4.0135
H 3.8732 -2.9118 2.0537
H 4.5263 -3.6816 -1.3776
H 5.2494 -5.9751 -1.1189
H 1.7310 -6.8860 1.1714
H 1.0230 -4.6312 0.9768
H -2.6868 -1.8301 -3.7989
H -3.4084 -2.5497 -6.0284
H -0.7944 0.3331 -7.8114
H 0.1096 0.8945 -5.6820
H -2.2137 1.9552 -4.3935
H -2.6983 3.8734 -2.3741
H -1.2957 4.5663 2.4286
H 0.3516 3.2091 4.2109
H -1.1901 6.0204 0.1260
H -3.0090 7.7725 0.1734
H -5.9661 4.6952 -0.1153
H -4.1791 3.0221 0.1421
H 0.4355 -2.3942 -4.4511
H 2.0923 -3.8772 -2.8204
I 2.8593 2.3102 -1.4521
I 3.8276 -0.0783 -3.4540
F -1.2356 -0.4101 0.8186
P -1.5459 -1.9517 1.4029
F -0.3787 -1.6889 2.4671
F -2.6323 -1.2125 2.3408
F -0.4409 -2.6012 0.3534
F -1.8630 -3.3613 2.0504
F -2.6472 -2.1022 0.2530

These records have energy above the lowest of the compared OMol25 structures with the same formula, charge and spin values of 9.0512; 8.8603; 0.2863 eV, in the order they appear.